(1)
Below is a molecular structure, C13H23MoNO2PS, with properties calculated with ωB97M-V/def2-TZVPD.

Last column: natural (NBO) charge in e.
Positions of all 42 atoms, in Å:
Mo (0.3717, 0.3165, -0.0550)  0.5614
C (-0.0534, -0.5355, -4.1691)  -0.6768
C (-0.5598, -1.1002, -2.8781)  0.1668
C (-1.9201, -1.2081, -2.6352)  -0.2110
C (-2.4009, -1.7062, -1.4275)  -0.1346
C (-1.5288, -2.1173, -0.4385)  -0.2548
C (-0.1415, -2.0630, -0.6695)  -0.2650
C (0.3330, -1.5297, -1.8807)  -0.2995
H (-0.3975, 0.4944, -4.2750)  0.2621
H (-0.4347, -1.1029, -5.0189)  0.2381
H (1.0348, -0.5458, -4.2133)  0.2181
H (-2.6184, -0.8900, -3.3989)  0.2339
H (-3.4684, -1.7786, -1.2661)  0.2306
H (-1.9070, -2.5637, 0.4728)  0.2253
H (0.5279, -2.6192, -0.0331)  0.2324
H (1.3891, -1.5925, -2.1119)  0.2479
N (-0.0394, 2.1777, 1.1071)  -0.7440
C (-0.2557, 3.4207, 0.3134)  -0.2169
C (-1.4883, 3.2939, -0.5732)  -0.5275
C (-1.3606, 2.1110, -1.5142)  0.7894
O (-1.3190, 2.2280, -2.7102)  -0.5584
O (-1.3054, 0.9287, -0.8955)  -0.7510
H (-0.8741, 2.0160, 1.6704)  0.3957
H (0.7136, 2.3430, 1.7677)  0.4029
H (0.6354, 3.5779, -0.2945)  0.2193
H (-0.3657, 4.2742, 0.9846)  0.2116
H (-1.6131, 4.2008, -1.1596)  0.2585
H (-2.3824, 3.1527, 0.0408)  0.2273
S (2.2657, 0.8812, -0.6503)  0.0168
C (-0.1270, -1.1219, 3.2042)  -0.9500
P (1.2171, -0.7685, 2.0263)  1.0859
C (2.3645, 0.2732, 2.9845)  -0.9372
C (2.1332, -2.3407, 1.9599)  -0.9480
H (0.2610, -1.6297, 4.0876)  0.2546
H (-0.8767, -1.7567, 2.7312)  0.2511
H (-0.6051, -0.1936, 3.5191)  0.2431
H (2.5978, -0.1990, 3.9394)  0.2495
H (1.9417, 1.2570, 3.1871)  0.2296
H (3.2845, 0.4032, 2.4151)  0.2618
H (2.5866, -2.5372, 2.9318)  0.2522
H (2.9161, -2.2799, 1.2041)  0.2603
H (1.4692, -3.1701, 1.7209)  0.2483

Values from the calculation:
Frontier orbital gap: 7.2 eV
HOMO energy: -11.223 eV
Energy: -1521.98217 hartree
LUMO level: -0.1465 Eh
ΔE to the lowest compared entry with this formula, charge and spin: 10.96 kJ/mol
Charge: +1
Maximum force: 0.545 eV/A

(2)
Below is a molecular structure, C13H24AsAuN7S3, with properties calculated with ωB97M-V/def2-TZVPD.

Last column: natural (NBO) charge in e.
Positions of all 49 atoms, in Å:
Au (0.3468, -0.4139, -0.6216)  0.9778
S (0.9322, -0.7080, 1.5753)  0.0812
C (-0.1453, -2.0575, 1.7149)  -0.2590
S (-1.0118, -2.1696, 0.2240)  -0.0141
C (-0.2661, -2.8620, 2.7814)  -0.3481
C (-1.2102, -3.9463, 2.7485)  0.2599
N (-1.9603, -4.8127, 2.6602)  -0.2476
C (0.5472, -2.6180, 3.9423)  0.2598
N (1.2161, -2.4293, 4.8580)  -0.2526
C (2.4552, 3.2514, -2.2557)  -0.9694
As (3.1900, 2.0408, -0.9688)  1.4789
C (2.6493, 2.6184, 0.7758)  -0.9703
C (5.0935, 2.1858, -1.0777)  -0.9613
S (2.6700, 0.0034, -1.3306)  -0.6054
H (2.5998, 4.2757, -1.9142)  0.2592
H (1.3966, 3.0447, -2.3754)  0.2497
H (2.9677, 3.0995, -3.2027)  0.2637
H (2.6025, 3.7058, 0.8046)  0.2586
H (3.3720, 2.2563, 1.5035)  0.2709
H (1.6722, 2.1933, 0.9943)  0.2488
H (5.3857, 3.2272, -0.9516)  0.2594
H (5.4168, 1.8225, -2.0500)  0.2651
H (5.5324, 1.5746, -0.2931)  0.2675
C (-2.6235, 1.0962, -0.6350)  -0.0809
N (-1.2750, 1.5494, -0.2011)  -0.5530
C (-1.3738, 1.8847, 1.2447)  -0.0769
N (-2.3728, 2.9084, 1.4969)  -0.4545
C (-3.6745, 2.4184, 1.0244)  -0.0820
N (-3.6407, 2.1066, -0.4114)  -0.4542
C (-3.2675, 3.3209, -1.1420)  -0.0813
N (-1.9572, 3.8357, -0.7128)  -0.4623
C (-0.9655, 2.7982, -0.9305)  -0.0718
C (-2.0241, 4.1078, 0.7327)  -0.0804
H (-2.8755, 0.1887, -0.0838)  0.2225
H (-2.5889, 0.8596, -1.7028)  0.1786
H (-0.4003, 2.2358, 1.5920)  0.1939
H (-1.6263, 0.9763, 1.7923)  0.2184
H (-4.4308, 3.1812, 1.2053)  0.2138
H (-3.9427, 1.5191, 1.5797)  0.2097
H (-4.0214, 4.0882, -0.9714)  0.2163
H (-3.2326, 3.1001, -2.2107)  0.1974
H (0.0072, 3.1627, -0.5909)  0.1845
H (-0.9083, 2.5777, -2.0019)  0.1835
H (-2.7735, 4.8777, 0.9113)  0.2159
H (-1.0546, 4.4788, 1.0713)  0.1961
N (-0.2614, -0.5951, -2.6843)  -1.0498
H (-0.7895, 0.1904, -3.0513)  0.4058
H (-0.8148, -1.4358, -2.8262)  0.4174
H (0.5918, -0.6857, -3.2305)  0.4204

Values from the calculation:
Frontier orbital gap: 6.5 eV
HOMO energy: -11.420 eV
Energy: -4458.82361 hartree
LUMO level: -0.1825 Eh
ΔE to the lowest compared entry with this formula, charge and spin: 0.00 kJ/mol
Charge: +1
Maximum force: 0.822 eV/A

(3)
Below is 2 unconnected molecules or ions with the total composition C13H24BF3INO4P, with properties calculated with ωB97M-V/def2-TZVPD.

Last column: natural (NBO) charge in e.
Positions of all 48 atoms, in Å:
C (2.4887, 1.2980, -0.9521)  -0.3937
C (1.5819, 1.0215, -1.9869)  -0.2120
C (1.5586, -0.2919, -2.8636)  -0.8768
B (0.8579, -1.5604, -2.1518)  0.6818
C (-0.2860, -1.5104, -1.0203)  -0.8511
C (-1.3054, -2.7361, -1.0222)  -0.3947
C (-2.4760, -2.6164, -2.0911)  -0.4130
C (-3.5206, -1.4366, -1.7482)  -0.2292
N (-3.2384, -0.3361, -2.7583)  -0.7378
C (-3.4950, 0.9232, -2.0397)  0.7241
C (-2.2638, 1.9456, -1.9682)  -0.7257
O (-4.5895, 1.1238, -1.5027)  -0.5637
P (1.4885, -3.3239, -2.7108)  0.5583
O (1.7521, -3.2918, -4.4029)  -0.9772
I (3.7302, -3.6452, -1.6781)  -0.1287
H (3.5806, 1.0130, -1.0220)  0.1978
H (2.1694, 1.8224, 0.0011)  0.2607
H (0.8258, 1.8345, -2.2403)  0.1910
H (1.1394, -0.0539, -3.8904)  0.2540
H (2.6552, -0.5846, -3.0391)  0.2412
H (0.2560, -1.5416, -0.0085)  0.3035
H (-0.8938, -0.5504, -1.0124)  0.2389
H (-1.8154, -2.7310, 0.0033)  0.2053
H (-0.8288, -3.7552, -1.1196)  0.2205
H (-2.1335, -2.4505, -3.1545)  0.2064
H (-3.0902, -3.5778, -2.0673)  0.1996
H (-4.5990, -1.7683, -1.9288)  0.1917
H (-3.4396, -1.0703, -0.6843)  0.2166
H (-3.8527, -0.4580, -3.5673)  0.3829
H (-1.6515, 1.6848, -1.0539)  0.2626
H (-1.6813, 1.7679, -2.9321)  0.2300
H (-2.6444, 3.0080, -1.9806)  0.2359
H (1.1987, -4.0062, -4.7714)  0.4929
C (0.7958, 3.0108, 5.3440)  -0.6450
C (2.2702, 2.7765, 5.0592)  -0.0656
O (2.6173, 1.4120, 4.9291)  -0.5814
C (2.3839, 0.7446, 3.6523)  0.3258
O (2.9077, 1.4184, 2.6545)  -0.8984
C (0.8777, 0.3658, 3.4162)  0.9097
F (0.2839, -0.0481, 4.5712)  -0.3608
F (0.7611, -0.6806, 2.5599)  -0.3563
F (0.1015, 1.3530, 2.9245)  -0.3461
H (0.4011, 2.2619, 6.0346)  0.2059
H (0.6456, 4.0056, 5.7768)  0.1829
H (0.2036, 2.9717, 4.4317)  0.2149
H (2.8306, 3.1305, 5.9321)  0.1505
H (2.6160, 3.3796, 4.2140)  0.1847
H (2.8258, -0.2477, 3.8651)  0.0872

Values from the calculation:
Frontier orbital gap: 5.2 eV
HOMO energy: -3.803 eV
Energy: -1828.90366 hartree
LUMO level: 0.0495 Eh
ΔE to the lowest compared entry with this formula, charge and spin: 171.36 kJ/mol
Charge: -1
Maximum force: 2.723 eV/A

(4)
Below is a gas-phase ion, C13H24BF5N2O4P (charge -1), with properties calculated with ωB97M-V/def2-TZVPD.

Last column: natural (NBO) charge in e.
Positions of all 50 atoms, in Å:
C (2.9921, -1.3861, 0.9135)  -0.7352
C (2.6515, 0.0822, 1.5576)  0.6655
O (1.7485, 0.0920, 2.5767)  -0.5236
N (3.2699, 1.4072, 1.1725)  -0.7033
C (3.4379, 1.5717, -0.3211)  -0.2303
C (2.0511, 1.8207, -1.1577)  -0.4173
C (0.9375, 2.7586, -0.3669)  -0.4263
C (-0.5000, 2.4929, -1.0755)  -0.4313
C (-1.7571, 2.1329, -0.1149)  0.0750
O (-2.2348, 0.7411, -0.4105)  -0.7471
B (-1.4128, -0.1731, 0.4569)  0.6411
C (-2.0501, -1.6944, 0.7633)  -0.6668
C (-0.9579, -2.8901, 0.3906)  -0.4025
C (-0.5113, -2.7883, -1.2105)  -0.4942
C (0.0824, -4.2160, -1.7874)  0.6443
F (-0.6514, -5.4154, -1.3108)  -0.3438
F (1.5453, -4.2285, -1.4099)  -0.3638
C (0.0372, -4.1559, -3.4397)  0.9349
F (0.3421, -2.7234, -3.8074)  -0.3379
F (1.1430, -4.9802, -4.0336)  -0.3381
F (-1.3038, -4.5360, -3.9563)  -0.3249
O (-1.1186, 0.5992, 1.7050)  -0.7250
C (-1.6120, 1.9721, 1.5013)  -0.2224
P (-3.1730, 2.3830, 2.5925)  1.1071
N (-4.2014, 3.5748, 1.7367)  -1.1631
O (-2.6475, 3.0885, 4.1357)  -0.9927
H (2.8142, -2.2405, 1.7085)  0.2568
H (2.2849, -1.5207, -0.0218)  0.2587
H (4.1436, -1.4369, 0.6411)  0.2117
H (4.1438, 1.6062, 1.7074)  0.3922
H (3.9469, 0.6023, -0.7943)  0.1724
H (4.2003, 2.4566, -0.5682)  0.1963
H (1.6411, 0.7792, -1.4993)  0.2191
H (2.3436, 2.4324, -2.1399)  0.2012
H (1.2458, 3.8848, -0.6165)  0.1831
H (0.9803, 2.6640, 0.7945)  0.2536
H (-0.3579, 1.5838, -1.8360)  0.2334
H (-0.7643, 3.4234, -1.7753)  0.1898
H (-2.5949, 2.9392, -0.3295)  0.1635
H (-0.3340, -0.2067, -0.0579)  -0.1875
H (-2.9605, -1.8636, 0.0159)  0.1886
H (-2.3378, -1.8479, 1.8896)  0.2185
H (-1.4689, -3.9218, 0.6504)  0.1971
H (-0.0042, -2.8187, 1.0942)  0.2064
H (-1.4922, -2.4556, -1.8029)  0.2514
H (0.3222, -1.9495, -1.2763)  0.2728
H (-0.8041, 2.6272, 2.0457)  0.1886
H (-4.7801, 3.0964, 1.0026)  0.3989
H (-3.6266, 4.3291, 1.2845)  0.3590
H (-2.6477, 2.3077, 4.7832)  0.4960

Values from the calculation:
Frontier orbital gap: 7.0 eV
HOMO energy: -4.269 eV
Energy: -1785.57786 hartree
LUMO level: 0.1018 Eh
Charge: -1
Maximum force: 8.674 eV/A